The following is a DFT calculation (ωB97M-V/def2-TZVPD) of a 2-piece molecular cluster, C25H24F2NO overall.

## Properties
M = 392.47 g mol⁻¹
E_HOMO = -11.7 eV
Orbital gap = 6.862 eV
Net charge = +1
DFT total energy = -1296.434818 hartree

Each line ends with the Mulliken charge.
Positions of all 53 atoms, in Å:
F  -2.5153  5.0893  -0.6916  -0.318
C  -2.4864  3.8889  0.0154  0.110
C  -3.6266  3.4998  0.7268  -0.616
C  -3.5814  2.2969  1.4652  -0.770
C  -2.4014  1.5473  1.4832  -0.527
C  -1.2485  1.9418  0.7522  0.472
C  -0.0249  1.1285  0.8968  0.096
C  1.2438  1.8677  0.7066  0.416
C  2.3889  1.1455  0.2853  -0.243
C  3.6750  1.7072  0.3359  -0.802
C  3.8549  3.0231  0.7804  -0.524
C  2.7167  3.7629  1.1039  0.002
F  2.8673  5.0828  1.4721  -0.302
C  1.4351  3.2392  1.0309  -0.594
C  -1.3247  3.1172  -0.0450  -0.667
H  -4.5288  4.1158  0.6985  0.449
H  -4.4470  1.9495  2.0408  0.446
H  -2.3618  0.6246  2.0877  0.538
H  -0.0084  0.5479  1.9005  0.381
H  2.2597  0.1436  -0.1324  0.468
H  4.5493  1.1234  0.0131  0.393
H  4.8421  3.4889  0.8382  0.444
H  0.5809  3.9028  1.2334  0.581
H  -0.4755  3.4605  -0.6600  0.764
C  -4.0613  -1.8509  1.7435  -0.459
C  -4.1001  -1.4058  0.4230  -0.663
C  -2.9241  -1.0757  -0.2548  -0.298
C  -1.6801  -1.1333  0.4085  0.476
C  -0.3913  -0.6202  -0.1621  0.046
C  0.6151  -1.6223  -0.1724  -0.877
N  1.4673  -2.0394  -1.1533  0.453
C  2.4391  -3.1185  -0.7322  -0.493
C  3.4445  -3.4875  -1.8190  -0.705
O  2.7940  -3.7103  -3.0654  -0.370
C  2.1406  -2.5193  -3.5239  -0.767
C  1.0313  -2.0252  -2.5637  -0.279
C  -1.6373  -1.8428  1.6383  -0.031
C  -2.8224  -2.1267  2.3360  -0.665
H  -4.9944  -2.0845  2.2934  0.401
H  -5.0734  -1.2846  -0.0676  0.390
H  -2.9914  -0.7323  -1.2878  0.404
H  -0.4702  -0.0611  -1.1190  0.571
H  0.8277  -2.1403  0.7847  0.316
H  2.9896  -2.7563  0.1525  0.374
H  1.8865  -4.0449  -0.4684  0.389
H  4.2015  -2.6836  -1.8931  0.349
H  3.9015  -4.4595  -1.5941  0.353
H  2.8748  -1.6902  -3.6710  0.334
H  1.6939  -2.8313  -4.4862  0.370
H  0.1486  -2.6849  -2.7091  0.315
H  0.7486  -0.9916  -2.8256  0.327
H  -0.6793  -2.1284  2.0998  0.162
H  -2.7623  -2.5436  3.3514  0.380